14
Properties=species:S:1:pos:R:3 method="wB97M-V/def2-TZVPD" fmax_ev_per_a=3.25 e_homo_ev=-9.36 e_lumo_ha=-0.00502 multiplicity=1 total_charge=0 de_lowest_kj_mol=269.3
C -2.04409 -0.28456 0.42141
C -0.58596 0.12635 0.61273
C 1.46962 0.13232 -0.83834
N 2.19539 0.51867 0.36709
N 0.13905 0.20308 -0.61640
O 3.07034 1.34763 0.18071
Cl 2.17546 -1.65217 -0.46196
H -2.27400 -0.27585 -0.61078
H -2.23373 -1.27938 0.80822
H -2.71144 0.47026 0.97314
H -0.58397 1.01915 1.27562
H -0.04431 -0.66971 1.20200
H 1.79861 0.38595 -1.84960
H -0.37097 -0.04173 -1.46385